14
Properties=species:S:1:pos:R:3:forces:R:3:nbo_charge:R:1 method="wB97M-V/def2-TZVPD" charge=+1 e_above_lowest_kj_mol=240.63 e_lumo_ev=-4.96 homo_ev=-14.95 orbital_gap_ev=9.98
C 0.074267 -1.322442 0.480884 0.172 0.826 -0.865 -0.011
C -1.229246 -1.323344 0.583576 -2.140 0.122 -1.217 -0.362
C -0.413667 0.560776 -0.713044 0.861 -2.298 1.223 -0.060
C 1.844713 0.072182 0.012426 3.894 3.790 2.602 -0.431
N 0.543629 -0.267040 -0.250724 -4.016 1.258 -0.810 -0.280
S -1.956336 0.034674 -0.255480 1.250 -2.258 0.091 0.619
H 0.810537 -1.910656 0.906140 0.948 -1.489 0.799 0.249
H -2.095375 2.570762 -0.661510 -0.694 -2.769 1.884 0.052
H -1.843549 -2.139804 0.846778 -0.597 -0.481 0.881 0.279
H -2.209132 1.772778 -0.167250 -0.016 5.215 -2.044 -0.065
H -0.141912 1.432497 -1.240503 -0.013 0.900 -0.335 0.271
H 2.498661 -0.662510 -0.355833 1.010 -0.984 -0.413 0.240
H 2.230139 1.119814 -0.394149 -1.237 -2.249 0.858 0.260
H 1.887275 0.062307 1.208685 0.579 0.416 -2.656 0.238

---

50
Properties=species:S:1:pos:R:3:forces:R:3:nbo_charge:R:1 method="wB97M-V/def2-TZVPD" charge=+1 e_lumo_ev=-5.91 homo_ev=-10.48 orbital_gap_ev=4.58
Cl -6.166852 1.276302 -2.841860 0.186 -0.079 0.057 0.110
C -4.557501 0.715581 -2.706040 0.664 -0.342 -0.370 0.055
C -4.284525 -0.663012 -2.723524 0.142 0.091 0.071 -0.253
C -2.977643 -1.106852 -2.612850 0.221 0.343 0.239 -0.082
C -1.874098 -0.201562 -2.472317 -0.939 0.133 0.330 -0.206
C -0.583403 -0.769258 -2.299257 0.131 0.296 -0.919 0.127
C 0.701772 -0.193596 -2.466858 0.507 -0.130 0.285 -0.108
C 1.819707 -1.088171 -2.450764 -0.185 0.206 0.173 -0.090
C 3.118328 -0.631177 -2.569360 -0.008 0.127 0.108 -0.244
C 3.370765 0.749816 -2.633354 -0.525 -0.467 -0.213 0.051
Cl 4.976213 1.328993 -2.718794 -0.198 -0.087 0.056 0.115
C 2.299723 1.652477 -2.689690 -0.546 -0.036 0.075 -0.246
C 0.990506 1.188147 -2.643507 0.608 0.185 0.056 -0.100
C -2.193193 1.187806 -2.465908 -0.443 -0.112 -0.056 -0.041
C -3.499507 1.633887 -2.630427 0.291 -0.104 0.236 -0.261
H -5.108661 -1.363258 -2.809980 0.149 0.050 -0.001 0.254
H -2.770103 -2.175106 -2.613257 -0.094 0.163 -0.023 0.233
H -0.580374 -1.847778 -2.133002 0.045 0.243 -0.121 0.237
H 1.627304 -2.153551 -2.331346 0.095 0.184 -0.004 0.246
H 3.953215 -1.321206 -2.589600 -0.097 0.021 0.061 0.254
H 2.508473 2.716715 -2.770120 -0.094 -0.226 -0.046 0.252
H 0.196416 1.915327 -2.739280 0.330 -0.115 -0.019 0.217
H -1.430474 1.930014 -2.270161 -0.317 -0.118 -0.084 0.209
H -3.723693 2.697368 -2.666119 0.099 -0.211 0.128 0.251
C -0.231090 -0.052976 4.592448 -0.087 0.022 0.485 -0.406
N 0.535232 0.530206 3.538705 -0.509 -0.123 -1.012 -0.458
C 1.135582 1.806100 3.812838 0.330 -0.074 0.254 -0.200
C 2.005343 2.096097 2.583543 -0.074 0.189 0.069 -0.414
C 2.101106 0.768548 1.802789 -0.078 -0.163 -0.188 -0.393
C 1.334564 -0.287527 2.643383 0.394 0.169 0.757 -0.056
C 0.490619 -1.231310 1.815169 0.045 -0.161 -0.427 -0.038
C -0.837791 -0.896414 1.538902 0.169 -0.313 -0.254 -0.185
C -1.582791 -1.734164 0.711219 0.444 -0.221 -0.185 -0.257
C -0.937826 -2.823783 0.108689 -0.126 0.708 0.191 -0.007
N 0.351309 -3.090751 0.298262 0.114 -0.661 0.285 -0.430
C 1.032099 -2.385234 1.197002 -0.464 1.041 0.366 0.036
H -0.868956 -0.864090 4.231274 0.086 0.048 0.029 0.202
H 0.383060 -0.434701 5.425863 -0.014 -0.044 -0.073 0.176
H -0.874367 0.737565 5.000954 0.002 -0.279 0.004 0.207
H 0.345838 2.551762 3.975896 0.204 -0.046 -0.040 0.197
H 1.746553 1.778134 4.733818 -0.013 0.030 -0.111 0.166
H 1.507810 2.851203 1.966985 0.290 -0.025 0.071 0.208
H 2.987357 2.468648 2.894258 -0.225 0.002 -0.218 0.221
H 1.625420 0.878686 0.817546 0.136 -0.105 0.186 0.195
H 3.135769 0.442255 1.647369 -0.209 0.107 -0.051 0.218
H 2.090657 -0.882772 3.196865 -0.174 -0.030 -0.058 0.176
H -1.249534 0.017574 1.970527 0.059 -0.321 -0.073 0.244
H -2.619520 -1.525101 0.483581 -0.064 -0.039 0.095 0.221
H -1.466866 -3.479217 -0.585284 0.048 0.093 0.151 0.193
H 2.048030 -2.716665 1.444795 -0.304 0.178 -0.269 0.204

---

122
Properties=species:S:1:pos:R:3:forces:R:3:mulliken_charge:R:1 method="wB97M-V/def2-TZVPD" e_lumo_ev=0.47 homo_ev=-8.85 orbital_gap_ev=9.32
O -0.906138 -1.673639 2.928456 1.303 -0.096 -0.136 -0.701
C 0.010929 -1.382395 2.190797 -0.912 0.772 -0.286 -0.105
O 1.194818 -2.014793 2.104616 -0.224 -0.263 0.467 -0.402
C 2.032605 -1.089071 1.365926 -0.994 0.872 0.131 -0.644
C 1.076558 -0.633288 0.216550 3.110 0.766 1.349 0.429
C 1.950583 0.396808 -0.553323 -0.559 0.661 -0.744 -0.995
C 1.488374 1.865653 -0.416092 0.671 -0.288 -0.260 -0.913
C 1.859621 2.502503 0.938536 -1.291 -0.217 0.359 0.289
S 0.547995 3.718356 1.408097 0.135 0.762 -0.157 -0.276
C -0.054429 -0.171616 1.135884 -1.458 -2.868 0.050 2.267
C -1.494268 -0.226169 0.652879 0.698 0.616 -0.227 -0.379
C -2.331309 0.786103 1.045752 0.241 1.002 0.622 0.078
C -3.663824 0.828655 0.709116 -0.226 0.142 0.225 -0.992
C -4.199342 -0.190369 -0.056099 -0.096 0.752 0.380 -0.322
C -3.353136 -1.202623 -0.471387 -1.294 -1.097 -0.849 -1.276
C -2.027419 -1.235222 -0.125732 0.740 -0.319 -0.069 -0.248
H 3.036102 -1.409818 1.095523 -0.357 -0.771 0.092 0.818
H 2.110526 -0.260552 2.080870 0.690 0.045 -0.495 -0.305
H 0.941047 -1.574463 -0.323164 -0.776 0.455 -0.313 0.566
H 1.982000 0.174148 -1.627267 -0.171 -0.169 0.205 0.116
H 2.999654 0.339064 -0.230125 -0.199 -0.121 0.060 0.441
H 1.986716 2.456138 -1.197144 -0.134 -0.118 0.067 0.591
H 0.419871 1.920231 -0.642983 0.065 0.099 0.339 0.368
H 1.884490 1.772032 1.750771 0.230 0.096 -0.141 -0.583
H 2.810105 3.035545 0.915117 -0.109 -0.072 -0.017 0.577
H -0.113203 3.187544 2.454343 0.500 -0.310 -0.174 0.029
H 0.078742 0.748611 1.705696 0.442 -0.003 -0.335 -0.500
H -1.924637 1.594237 1.652472 -0.039 -0.091 -0.078 0.241
H -4.250109 1.656569 1.097423 -0.152 -0.158 -0.219 0.385
H -5.258280 -0.129288 -0.277455 0.125 -0.450 -0.246 0.678
H -3.787416 -2.020105 -1.064900 0.324 0.308 0.232 0.377
H -1.400470 -2.062860 -0.447802 -0.113 0.048 -0.024 0.402
C 5.264397 -1.321683 3.324490 -0.275 0.294 0.132 -0.354
O 4.896649 -0.256433 2.447669 0.119 0.065 -0.108 -0.512
H 6.051293 -1.902965 2.853871 -0.039 0.037 -0.081 0.138
H 5.632099 -0.916180 4.270872 0.039 -0.131 0.039 0.202
H 4.402593 -1.966287 3.506975 0.136 -0.147 0.091 0.247
H 4.199091 0.241225 2.886832 -0.001 -0.003 0.018 0.254
C 0.966765 1.624219 4.743918 0.004 -0.377 -0.095 -0.498
O 1.556824 0.496593 4.092613 0.207 0.393 -0.168 -0.206
H 1.730480 2.385206 4.878268 -0.013 0.010 -0.073 0.183
H 0.160737 2.026620 4.126300 -0.065 0.142 0.170 0.139
H 0.573242 1.331913 5.718194 -0.023 0.125 0.030 0.287
H 0.873322 -0.169408 3.981174 0.054 -0.117 0.344 0.001
C 1.472988 -1.368250 -4.795260 0.290 -0.078 0.048 -0.573
O 2.193478 -1.928972 -3.701338 -0.124 0.041 0.024 -0.468
H 0.438461 -1.235823 -4.488054 0.025 -0.025 0.063 0.203
H 1.892224 -0.396799 -5.069848 -0.119 0.026 -0.093 0.272
H 1.507668 -2.038580 -5.657868 -0.103 0.084 -0.071 0.295
H 3.104796 -2.040425 -3.984768 0.019 -0.029 0.079 0.272
C -6.364683 -3.389251 -2.696522 0.155 -0.163 0.091 -0.178
O -5.114082 -3.826428 -2.179777 0.021 -0.041 -0.049 -0.461
H -6.446853 -2.318545 -2.526425 -0.046 -0.020 0.005 -0.068
H -6.428055 -3.584717 -3.771483 -0.123 0.071 -0.008 0.140
H -7.183024 -3.900965 -2.182852 -0.128 0.118 -0.091 0.286
H -5.051881 -4.774970 -2.341281 0.207 0.016 -0.017 0.281
C 5.771985 -5.176052 1.997520 -0.290 0.026 -0.150 -0.632
O 4.868291 -4.094954 1.793106 0.094 -0.021 -0.024 -0.343
H 6.618609 -4.806653 2.571550 -0.044 0.058 0.011 0.192
H 5.284748 -5.979354 2.555664 0.139 -0.067 0.026 0.285
H 6.129401 -5.561075 1.038573 0.107 -0.085 0.071 0.280
H 4.124507 -4.432501 1.286504 -0.045 0.055 0.036 0.251
C -6.803861 0.873159 -2.570019 -0.514 0.134 0.237 -0.541
O -7.805178 -0.139985 -2.665079 0.151 -0.243 -0.099 -0.518
H -5.875349 0.489095 -2.984837 -0.059 -0.070 -0.032 0.190
H -7.113953 1.753732 -3.131449 0.248 0.057 -0.030 0.338
H -6.647428 1.139873 -1.521254 0.160 0.090 -0.047 0.336
H -8.621897 0.209634 -2.300895 0.007 0.009 -0.003 0.260
C 2.767304 5.540396 5.631021 -0.071 0.039 -0.168 -0.554
O 1.493603 5.158622 5.133435 -0.134 -0.145 0.110 -0.465
H 2.958742 5.003150 6.558559 -0.146 -0.050 -0.009 0.267
H 3.539048 5.290861 4.901677 0.157 0.107 0.133 0.221
H 2.781049 6.614442 5.831021 0.211 -0.009 0.052 0.252
H 1.356126 5.650996 4.317417 0.065 -0.023 -0.026 0.298
C 8.238685 -1.466105 6.288682 -0.383 -0.028 0.076 -0.278
O 7.202174 -2.442518 6.232382 0.143 -0.022 -0.045 -0.515
H 9.134856 -1.890802 5.843558 -0.023 -0.035 0.013 -0.023
H 7.946970 -0.574654 5.726659 0.178 0.073 0.020 0.242
H 8.447864 -1.195876 7.326719 0.148 0.099 -0.055 0.282
H 6.419244 -2.050519 6.628578 -0.057 -0.094 -0.024 0.299
C -4.261199 -5.542772 -5.101314 0.356 -0.101 0.148 -0.506
O -4.057086 -6.350052 -3.943033 -0.243 0.047 -0.004 -0.528
H -5.314374 -5.277885 -5.151480 -0.002 -0.046 0.060 0.147
H -3.663167 -4.631425 -5.027740 -0.109 0.081 -0.140 0.265
H -3.986738 -6.094577 -6.003742 -0.065 0.089 -0.072 0.328
H -3.124245 -6.577030 -3.907275 -0.010 -0.012 0.083 0.297
C -6.976156 1.578910 -6.348364 -0.242 0.439 0.092 -0.644
O -6.569908 2.573368 -5.404045 0.179 -0.036 -0.015 -0.550
H -6.239127 0.780594 -6.345042 0.061 0.074 0.109 0.163
H -7.948690 1.172853 -6.065978 0.028 -0.160 -0.155 0.359
H -7.034333 2.013840 -7.348181 -0.056 -0.202 -0.081 0.323
H -7.231726 3.269678 -5.420245 0.033 0.026 -0.017 0.298
C -5.544652 4.329133 -9.187535 -0.189 0.032 -0.315 -0.429
O -6.731071 3.813714 -9.785273 0.017 -0.053 0.158 -0.485
H -5.440118 3.885165 -8.200016 -0.054 -0.028 -0.017 0.136
H -4.674284 4.067094 -9.794666 0.116 0.074 0.136 0.257
H -5.615568 5.415493 -9.088663 0.168 0.002 0.096 0.252
H -6.813572 4.211754 -10.655539 -0.057 -0.038 -0.008 0.282
C -0.455768 -1.290852 6.879181 0.015 -0.157 -0.359 -0.530
O 0.376037 -1.865235 5.877836 -0.024 0.186 0.088 -0.425
H 0.047760 -1.391266 7.838038 0.045 -0.017 -0.028 0.226
H -0.627707 -0.231010 6.675530 -0.110 0.031 0.152 0.174
H -1.415289 -1.812781 6.921959 -0.048 0.089 0.124 0.288
H -0.085629 -1.775651 5.035229 -0.086 -0.328 -0.052 0.247
C -7.248936 -1.517207 -8.079288 -0.327 -0.009 -0.195 -0.472
O -8.178482 -0.464069 -8.316638 0.142 -0.065 0.073 -0.466
H -6.431393 -1.122908 -7.482398 -0.028 0.041 -0.006 0.168
H -7.729073 -2.333281 -7.532768 0.140 -0.063 0.031 0.259
H -6.851299 -1.894277 -9.025263 0.107 -0.078 0.074 0.274
H -8.893459 -0.829832 -8.843848 -0.042 0.094 -0.005 0.274
C 12.298707 -2.231535 4.500198 -0.291 0.031 -0.147 -0.510
O 11.404109 -1.142327 4.296696 0.091 -0.026 0.074 -0.492
H 13.151545 -1.868529 5.068216 -0.036 0.060 -0.003 0.214
H 11.806763 -3.029376 5.063251 0.137 -0.075 0.017 0.249
H 12.647521 -2.622708 3.541011 0.104 -0.089 0.073 0.242
H 10.656392 -1.477035 3.793946 -0.028 0.095 -0.018 0.291
C 3.606115 8.287141 2.873933 -0.164 -0.165 -0.178 -0.622
O 3.041837 6.988820 3.036072 -0.066 0.038 -0.055 -0.389
H 4.049843 8.585046 3.820848 -0.022 -0.068 0.021 0.220
H 4.381362 8.270694 2.104266 0.043 0.128 0.041 0.263
H 2.831811 9.007322 2.598660 0.095 0.111 0.023 0.288
H 2.652463 6.735081 2.193371 -0.006 -0.083 0.031 0.246

---

35
Properties=species:S:1:pos:R:3:forces:R:3:nbo_charge:R:1 method="wB97M-V/def2-TZVPD" e_above_lowest_kj_mol=366.21 e_lumo_ev="0.40 / 0.40" homo_ev="-7.02 / -7.02" orbital_gap_ev="7.42 / 7.42"
C -1.970164 -0.691498 1.374777 0.542 1.438 -1.872 0.242
C -1.649902 -1.252399 2.711654 2.161 0.968 0.797 -0.719
C 3.084530 0.197064 1.358597 -0.216 -1.524 -3.342 -0.659
C 0.245651 3.716463 0.212243 0.062 -1.561 2.199 -0.628
C -0.422826 -2.960706 -2.204770 0.144 1.431 0.712 -0.643
C -3.247819 0.375111 -0.318979 3.082 1.971 0.136 -0.438
C 2.089993 -1.026156 1.249517 1.612 0.711 -0.125 -0.060
C 0.536419 2.686037 -0.852289 -0.409 2.285 -1.688 -0.060
C 0.368945 -1.690673 -2.529834 0.243 -0.358 -2.886 -0.048
N -2.958233 -0.038944 1.006611 -0.204 -2.349 1.339 -0.465
O 1.428378 -1.079811 -0.005527 0.586 -0.271 0.959 -0.947
O 0.912730 1.442767 -0.339104 -0.330 0.754 -0.132 -0.939
O 0.047209 -0.474818 -2.033809 -2.043 3.149 1.945 -0.932
Si 0.296216 -0.039434 -0.474369 -2.380 -1.148 0.579 1.978
H -1.111918 -0.338061 3.239799 -0.883 -2.141 -0.629 0.238
H -2.488045 -1.604536 3.281762 -0.927 0.455 0.203 0.230
H -1.005951 -2.174131 2.706287 -0.056 1.284 -0.403 0.235
H 3.050211 0.537928 0.260556 0.743 -0.054 1.690 0.230
H 2.522082 0.937697 1.906710 0.875 0.459 0.568 0.215
H 4.128002 -0.134457 1.606886 -1.138 0.825 0.281 0.224
H 0.039503 4.694952 -0.159150 0.508 0.746 -0.626 0.217
H -0.726814 3.499790 0.771384 1.517 -0.216 -0.281 0.207
H 1.181428 3.651665 0.858587 -1.531 0.684 -0.176 0.211
H 0.251346 -3.595331 -2.713177 0.089 -1.686 -0.668 0.215
H -0.274832 -3.153029 -1.131606 -0.503 -0.076 -0.246 0.214
H -1.474154 -3.048223 -2.534331 0.664 0.176 0.146 0.213
H -4.279810 0.323040 -0.576725 -0.552 -0.270 -0.308 0.217
H -2.475512 -0.060529 -1.002676 -0.914 -0.269 0.012 0.202
H -2.891038 1.433600 -0.288283 -0.864 -0.188 -0.453 0.201
H 1.490118 -0.794717 2.094916 -1.583 -0.696 0.491 0.168
H 2.543817 -2.002089 1.347424 0.310 -0.073 0.323 0.183
H 1.340407 3.123376 -1.481836 0.133 -0.658 0.468 0.175
H -0.305044 2.781843 -1.565420 -0.059 -1.331 0.247 0.173
H 0.375675 -1.420889 -3.656826 0.323 -1.416 1.386 0.171
H 1.349385 -1.820901 -2.118983 0.997 -1.050 -0.647 0.178

---

no.,E (eV)
1,-16592.913
2,-52241.875
3,-75903.714
4,-25181.653